No. 1
{
  "formula": "C27H42F3IO11",
  "method": "the ωB97M-V functional and the def2-TZVPD basis",
  "e_tot_ha": -2478.834013,
  "smiles": "C[C@H](I)CC1=C(CCC(F)=C(F)F)C(=O)OC1=O.CCOC(C)=O.CCOC(C)=O.CCOC(C)=O.CCOC(C)=O",
  "elements": ["C", "C", "I", "C", "C", "C", "C", "C", "C", "F", "C", "F", "F", "C", "O", "O", "C", "O", "H", "H", "H", "H", "H", "H", "H", "H", "H", "H", "C", "C", "O", "C", "C", "O", "H", "H", "H", "H", "H", "H", "H", "H", "C", "C", "O", "C", "C", "O", "H", "H", "H", "H", "H", "H", "H", "H", "C", "C", "O", "C", "C", "O", "H", "H", "H", "H", "H", "H", "H", "H", "C", "C", "O", "C", "C", "O", "H", "H", "H", "H", "H", "H", "H", "H"],
  "xyz": [[0.660, -3.999, -0.664], [-0.420, -2.935, -0.467], [-0.990, -2.992, 1.627], [-1.677, -3.166, -1.313], [-2.789, -2.270, -0.896], [-4.073, -2.552, -0.628], [-4.754, -3.877, -0.714], [-5.775, -4.197, 0.403], [-7.208, -3.961, 0.036], [-8.001, -5.081, 0.097], [-7.836, -2.822, -0.392], [-8.325, -2.703, -1.626], [-8.138, -1.767, 0.323], [-4.683, -1.245, -0.248], [-5.591, -0.966, 0.457], [-3.882, -0.259, -0.843], [-2.605, -0.788, -0.712], [-1.636, -0.137, -0.501], [1.627, -3.589, -0.392], [0.739, -4.351, -1.691], [0.494, -4.816, 0.030], [-0.021, -1.957, -0.710], [-1.413, -2.897, -2.342], [-1.973, -4.213, -1.329], [-5.240, -3.950, -1.688], [-3.984, -4.646, -0.677], [-5.515, -3.706, 1.346], [-5.701, -5.264, 0.608], [-1.073, 1.625, 2.079], [-1.135, 2.156, 3.495], [0.154, 2.183, 4.116], [1.017, 3.205, 3.966], [0.760, 4.247, 2.904], [2.011, 3.227, 4.641], [-0.465, 2.264, 1.437], [-2.073, 1.562, 1.651], [-0.621, 0.634, 2.056], [-1.608, 3.138, 3.547], [-1.734, 1.489, 4.113], [1.296, 3.970, 1.997], [1.148, 5.197, 3.264], [-0.291, 4.399, 2.668], [-4.627, 1.843, -4.542], [-3.419, 1.272, -3.828], [-2.646, 0.423, -4.685], [-1.697, 0.883, -5.524], [-1.601, 2.367, -5.795], [-0.991, 0.093, -6.085], [-4.338, 2.478, -5.379], [-5.231, 2.434, -3.854], [-5.240, 1.036, -4.945], [-2.795, 2.048, -3.384], [-3.747, 0.632, -3.015], [-2.176, 2.598, -6.690], [-0.557, 2.609, -5.973], [-1.944, 2.994, -4.976], [5.688, 5.282, 3.149], [5.680, 5.238, 1.634], [4.373, 4.975, 1.118], [3.453, 5.934, 0.910], [3.678, 7.318, 1.470], [2.437, 5.640, 0.341], [5.065, 6.090, 3.531], [6.703, 5.424, 3.520], [5.292, 4.351, 3.554], [6.096, 6.144, 1.190], [6.294, 4.410, 1.286], [3.194, 7.384, 2.444], [3.214, 8.034, 0.796], [4.724, 7.596, 1.570], [6.344, -4.615, 2.423], [6.436, -5.192, 1.026], [5.164, -5.636, 0.545], [4.275, -4.820, -0.051], [4.482, -3.323, 0.010], [3.301, -5.301, -0.562], [5.709, -3.730, 2.453], [7.334, -4.340, 2.787], [5.911, -5.348, 3.104], [6.893, -4.496, 0.320], [7.061, -6.083, 1.035], [3.927, -2.927, 0.860], [4.085, -2.889, -0.905], [5.522, -3.018, 0.088]]
}

No. 2
{
  "formula": "C9H7BrCl2N2O",
  "method": "the ωB97M-V functional and the def2-TZVPD basis",
  "e_tot_ha": -4026.086319,
  "relative_energy_kj_mol": 155.98,
  "elements": ["C", "C", "C", "C", "C", "C", "C", "C", "C", "N", "N", "O", "Cl", "Cl", "Br", "H", "H", "H", "H", "H", "H", "H"],
  "xyz": [[2.901, -1.414, -1.205], [2.289, -0.290, -1.606], [2.600, -1.902, 0.066], [1.445, 0.421, -0.737], [1.722, -1.277, 0.918], [1.111, -0.141, 0.545], [0.146, 0.560, 1.369], [-2.598, 2.045, 0.560], [-3.122, -0.130, -0.169], [-0.366, 1.708, 0.773], [-1.396, 2.284, 0.524], [-0.130, 0.346, 2.536], [-1.931, -0.257, -1.447], [-2.944, -1.296, 1.112], [-4.901, -0.109, -0.934], [3.429, -1.844, -1.986], [2.577, 0.021, -2.636], [2.945, -2.805, 0.417], [1.150, 1.341, -1.164], [1.340, -1.566, 1.821], [-3.107, 1.599, 1.407], [-3.161, 2.706, -0.166]]
}

No. 3
{
  "formula": "C7H5N",
  "method": "the ωB97M-V functional and the def2-TZVPD basis",
  "e_tot_ha": -324.304893,
  "relative_energy_kj_mol": 330.75,
  "smiles": "C#Cc1ccccn1",
  "elements": ["C", "C", "C", "C", "C", "C", "C", "N", "H", "H", "H", "H", "H"],
  "xyz": [[-2.949, -1.266, 0.418], [-1.953, -0.538, -0.055], [-0.661, -0.036, -0.157], [0.227, -0.431, -1.011], [1.561, -0.021, -1.005], [2.184, 0.600, -0.028], [1.233, 0.944, 0.999], [-0.135, 0.822, 0.775], [-4.111, -1.414, 0.742], [-0.120, -1.122, -1.724], [2.273, -0.746, -1.536], [3.372, 0.725, 0.166], [1.679, 1.296, 1.960]]
}

No. 4
{
  "formula": "C19H19N6O9",
  "method": "the ωB97M-V functional and the def2-TZVPD basis",
  "e_tot_ha": -1740.936693,
  "charge": -1,
  "elements": ["C", "C", "O", "C", "C", "C", "O", "O", "C", "C", "C", "C", "C", "C", "O", "C", "C", "C", "O", "H", "H", "H", "H", "H", "H", "H", "H", "H", "H", "H", "H", "H", "H", "H", "H", "H", "O", "N", "O", "C", "C", "C", "N", "O", "O", "C", "N", "N", "N", "N", "C", "H", "H"],
  "xyz": [[-4.431, -2.867, 1.425], [-2.984, -3.110, 1.119], [-2.439, -1.787, 0.897], [-1.118, -1.811, 0.664], [-0.441, -0.498, 0.618], [-1.213, 0.750, 0.647], [-0.770, 1.845, 0.265], [-2.457, 0.674, 1.133], [-3.222, 1.917, 1.183], [-4.456, 1.547, 1.950], [0.968, -0.451, 0.781], [1.701, 0.780, 0.782], [3.062, 0.823, 0.939], [3.801, -0.366, 1.157], [5.136, -0.225, 1.350], [5.921, -1.392, 1.681], [3.117, -1.605, 1.173], [1.758, -1.634, 0.942], [-0.572, -2.908, 0.497], [-4.960, -3.813, 1.562], [-4.527, -2.281, 2.345], [-4.911, -2.326, 0.604], [-2.467, -3.578, 1.968], [-2.842, -3.725, 0.221], [-2.638, 2.689, 1.695], [-3.460, 2.242, 0.163], [-5.071, 2.436, 2.077], [-5.039, 0.800, 1.406], [-4.201, 1.145, 2.934], [1.170, 1.710, 0.628], [3.600, 1.768, 0.910], [6.930, -0.991, 1.791], [5.589, -1.853, 2.624], [5.881, -2.129, 0.865], [3.656, -2.540, 1.344], [1.261, -2.592, 0.866], [0.749, 4.755, -3.585], [1.502, 3.810, -3.308], [2.750, 3.868, -3.423], [0.964, 2.529, -2.848], [1.805, 1.436, -2.721], [1.253, 0.159, -2.486], [2.084, -0.998, -2.242], [3.328, -0.876, -2.164], [1.486, -2.089, -2.106], [-0.114, -0.030, -2.342], [-0.899, 1.077, -2.353], [-2.215, 1.152, -1.998], [-2.475, 2.431, -1.867], [-1.421, 3.212, -2.208], [-0.422, 2.371, -2.517], [2.882, 1.541, -2.807], [-0.592, -0.995, -2.232]]
}

No. 5
{
  "formula": "C12H16N4O2S2",
  "method": "the ωB97M-V functional and the def2-TZVPD basis",
  "e_tot_ha": -1632.715460,
  "elements": ["C", "C", "C", "C", "N", "S", "N", "C", "C", "C", "H", "H", "S", "O", "O", "N", "C", "C", "N", "C", "H", "H", "H", "C", "C", "H", "H", "H", "H", "H", "H", "H", "H", "H", "H", "H"],
  "xyz": [[-1.145, -1.153, -2.708], [0.101, -0.395, -2.380], [0.126, 0.700, -1.547], [1.363, 1.315, -1.278], [1.604, 2.346, -0.470], [3.171, 2.682, -0.506], [3.643, 1.534, -1.525], [2.573, 0.829, -1.893], [2.523, -0.282, -2.749], [1.310, -0.868, -2.960], [1.243, -1.729, -3.609], [3.427, -0.644, -3.211], [-1.312, 1.483, -0.770], [-2.514, 1.057, -1.431], [-1.056, 2.885, -0.698], [-1.406, 0.906, 0.777], [-1.922, -0.427, 0.982], [-0.787, -1.437, 1.207], [0.122, -1.037, 2.266], [-0.418, -1.189, 3.601], [-0.719, -2.227, 3.736], [0.370, -0.964, 4.318], [-1.280, -0.546, 3.820], [0.653, 0.286, 1.988], [-0.432, 1.348, 1.749], [-0.957, 1.568, 2.685], [0.003, 2.268, 1.361], [1.277, 0.194, 1.093], [1.290, 0.592, 2.820], [-0.194, -1.526, 0.291], [-1.202, -2.417, 1.451], [-2.586, -0.409, 1.854], [-2.514, -0.679, 0.103], [-2.027, -0.552, -2.517], [-1.196, -2.057, -2.099], [-1.132, -1.457, -3.753]]
}

No. 6
{
  "formula": "C12H18N2O3",
  "method": "the ωB97M-V functional and the def2-TZVPD basis",
  "e_tot_ha": -803.200961,
  "relative_energy_kj_mol": 382.34,
  "smiles": "O[C@@H]1[C@H](O)[C@@H](CNCc2ccccc2)N[C@@H]1O",
  "elements": ["O", "C", "C", "O", "C", "C", "N", "C", "C", "C", "C", "C", "C", "C", "N", "C", "O", "H", "H", "H", "H", "H", "H", "H", "H", "H", "H", "H", "H", "H", "H", "H", "H", "H", "H"],
  "xyz": [[5.410, 1.772, 0.319], [3.983, 1.713, 0.512], [3.518, 0.335, 0.882], [4.100, -0.696, 0.021], [1.971, 0.340, 0.745], [1.277, 1.078, 1.816], [-0.118, 0.685, 1.932], [-0.995, 1.046, 0.782], [-2.260, 0.219, 0.878], [-2.151, -1.153, 0.795], [-3.321, -1.932, 0.887], [-4.609, -1.428, 0.862], [-4.749, -0.065, 1.042], [-3.527, 0.703, 0.959], [1.932, 1.101, -0.538], [2.917, 2.121, -0.620], [3.575, 1.889, -1.849], [5.763, 1.062, -0.240], [3.757, 2.506, 1.384], [3.924, 0.106, 1.936], [3.594, -0.583, -0.825], [1.565, -0.718, 0.688], [1.819, 0.931, 2.748], [1.350, 2.220, 1.660], [-0.578, 1.032, 2.782], [-1.211, 2.062, 0.799], [-0.646, 0.819, -0.268], [-1.112, -1.610, 0.746], [-3.273, -3.026, 0.999], [-5.567, -1.914, 0.805], [-5.706, 0.511, 1.069], [-3.770, 1.748, 0.723], [1.950, 0.469, -1.324], [2.549, 3.142, -0.501], [4.226, 2.564, -2.032]]
}